1.
# C7H27O7

7 unconnected molecules or ions with the total composition C7H27O7 (ωB97M-V/def2-TZVPD, the OMol25 dataset).

Structure (XYZ):
```
41
Properties=species:S:1:pos:R:3:forces:R:3:nbo_charge:R:1
C 2.861 -6.323 -12.795 1.5 -0.7 1.2 -0.221
O 4.126 -6.888 -12.668 -0.4 0.9 -1.1 -0.978
H 2.857 -5.377 -12.227 -0.5 0.5 -0.4 0.113
H 2.488 -6.196 -13.829 -0.1 0.2 -0.1 0.099
H 2.097 -6.935 -12.264 -0.4 -0.1 -0.1 0.074
C 1.313 -9.975 -14.572 -0.2 -0.8 -0.1 -0.250
O 2.480 -9.453 -13.974 -1.3 -0.1 0.5 -0.679
H 1.584 -10.096 -15.621 -0.5 0.0 -0.1 0.175
H 0.973 -10.946 -14.162 0.7 -0.2 -0.1 0.132
H 0.362 -9.433 -14.446 0.5 0.9 -0.3 0.147
H 2.189 -9.129 -13.110 0.7 0.3 0.0 0.471
C 2.976 -3.210 -15.249 -0.1 0.0 -0.2 -0.252
O 3.541 -1.939 -15.551 0.4 0.1 0.2 -0.733
H 3.116 -3.939 -16.049 -0.1 0.1 -0.2 0.167
H 3.492 -3.628 -14.388 0.0 0.2 0.2 0.203
H 1.916 -3.087 -15.028 -0.1 -0.3 0.1 0.155
H 3.154 -1.578 -16.350 -0.1 -0.2 -0.1 0.456
C 4.480 -6.784 -16.562 -0.3 0.7 -0.6 -0.239
O 4.617 -7.490 -15.371 -0.6 0.4 -0.4 -0.730
H 5.250 -6.004 -16.618 0.2 -0.1 -0.5 0.143
H 4.447 -7.428 -17.448 0.9 -0.4 0.3 0.155
H 3.533 -6.248 -16.783 -0.2 0.0 1.0 0.126
H 4.456 -6.880 -14.609 0.1 -0.9 0.5 0.514
C 3.737 -3.395 -10.566 0.7 0.9 0.7 -0.241
O 4.593 -4.289 -9.872 -0.4 -0.5 -0.3 -0.716
H 4.033 -3.134 -11.587 0.2 -0.4 -0.1 0.166
H 2.723 -3.778 -10.610 0.0 -0.2 0.2 0.184
H 3.792 -2.468 -9.979 -0.7 0.3 -0.3 0.139
H 5.500 -3.987 -9.949 0.0 0.0 -0.2 0.464
C 6.539 -4.266 -13.890 -0.7 -0.6 0.3 -0.234
O 6.599 -5.348 -12.996 0.4 0.0 0.3 -0.779
H 7.516 -3.782 -13.911 -0.1 0.2 0.1 0.157
H 6.296 -4.590 -14.912 0.0 0.1 0.0 0.145
H 5.747 -3.581 -13.562 0.3 0.4 -0.2 0.145
H 5.705 -5.723 -12.798 -0.2 -0.3 -0.3 0.526
C 1.484 -5.644 -8.361 -0.4 -0.4 -0.6 -0.245
O 1.898 -6.563 -9.365 -0.1 0.2 0.3 -0.702
H 0.635 -6.067 -7.809 0.2 0.1 0.4 0.144
H 2.343 -5.461 -7.723 -0.1 0.1 0.1 0.189
H 1.127 -4.709 -8.807 0.2 0.1 0.1 0.152
H 1.170 -6.655 -9.986 0.2 -0.1 -0.2 0.459
```
Forces are in eV/Å.

Values from the calculation:
- HOMO-LUMO gap (eV) = 6.11
- 2S+1 = 1
- DFT total energy (eV) = -22025.8382
- ΔE to the lowest compared entry with this formula, charge and spin (kcal per mole) = 19.76
- charge = -1

=====

2.
# C7H28BCsN6O5

A molecular structure, C7H28BCsN6O5 (ωB97M-V/def2-TZVPD, the OMol25 dataset).

Structure (XYZ):
```
48
Properties=species:S:1:pos:R:3:forces:R:3:nbo_charge:R:1
Cs 5.289 3.776 2.485 -0.2 -0.2 -0.1 0.998
B 1.217 -0.397 0.306 -0.1 0.0 -0.1 -0.843
H 0.583 0.354 -0.139 -2.6 3.2 -1.7 -0.036
H 0.651 -1.305 0.451 -2.2 -3.7 0.7 -0.029
H 2.065 -0.566 -0.339 3.4 -0.9 -3.0 -0.040
H 1.671 -0.052 1.222 1.6 1.5 4.1 -0.047
C 1.810 -2.777 -5.257 0.4 0.6 -0.5 0.739
O 1.559 -3.181 -6.325 -0.1 -2.0 -5.8 -0.667
N 2.909 -2.171 -4.883 4.4 2.0 1.1 -0.840
N 0.924 -2.816 -4.343 -3.4 0.2 5.3 -0.812
H 3.674 -1.939 -5.500 -0.5 -0.4 -0.2 0.400
H 3.098 -1.944 -3.917 -0.2 -0.1 -0.2 0.385
H -0.013 -3.148 -4.520 0.5 0.1 0.1 0.409
H 1.167 -2.279 -3.522 -1.0 -0.3 0.3 0.385
C 4.785 -4.609 3.104 3.0 -1.0 3.6 0.753
O 5.684 -5.212 3.699 -0.7 0.0 -0.2 -0.680
N 3.603 -4.269 3.622 -1.8 -0.1 -0.2 -0.834
N 4.974 -4.018 1.951 0.1 0.9 -3.3 -0.833
H 3.136 -3.725 2.910 -1.1 0.3 1.5 0.379
H 3.380 -4.269 4.607 0.0 -0.2 -0.5 0.418
H 5.901 -3.811 1.608 -0.5 -0.4 -0.1 0.414
H 4.127 -3.661 1.531 0.9 0.4 -0.7 0.382
C -5.246 -1.252 -0.619 0.2 -1.5 0.7 0.753
O -6.415 -1.482 -0.483 -1.6 -0.3 0.6 -0.654
N -4.708 -0.613 -1.603 1.0 4.0 -5.9 -0.828
N -4.211 -1.700 0.084 1.2 -1.6 3.1 -0.840
H -3.719 -0.524 -1.789 -0.2 -0.3 0.5 0.382
H -5.218 -0.378 -2.442 -0.5 0.0 0.5 0.393
H -3.307 -1.290 -0.103 -0.1 -0.6 0.6 0.393
H -4.366 -2.333 0.856 0.3 0.4 -0.1 0.400
C -0.497 5.625 -3.153 -0.6 -0.4 -0.6 -0.637
C 0.509 4.822 -3.954 -0.6 -0.1 -0.8 -0.065
O 1.499 4.187 -3.196 1.1 0.5 0.4 -0.730
H -0.027 6.476 -2.662 0.0 -0.3 0.3 0.209
H -1.100 4.992 -2.502 0.3 0.1 0.5 0.206
H -1.238 6.027 -3.844 0.0 0.2 -0.2 0.212
H 0.895 5.514 -4.703 1.0 0.0 0.3 0.168
H 0.111 4.043 -4.606 -1.0 0.0 0.1 0.162
H 1.108 3.501 -2.651 -0.2 -0.1 0.0 0.476
C -3.330 1.233 5.949 -0.2 -0.2 0.9 -0.637
C -3.007 2.466 5.137 1.0 -0.5 0.2 -0.066
O -1.610 2.344 4.775 -0.3 0.7 0.0 -0.738
H -3.124 0.331 5.374 -0.2 0.0 0.0 0.207
H -4.299 1.184 6.447 -0.5 0.1 -0.7 0.212
H -2.702 1.214 6.839 0.6 0.0 -0.2 0.210
H -3.059 3.360 5.758 -0.1 0.0 -0.1 0.174
H -3.626 2.593 4.248 -0.1 0.0 0.0 0.168
H -1.506 1.680 4.090 -0.1 -0.1 -0.1 0.471
```
Forces are in eV/Å.

Values from the calculation:
- HOMO-LUMO gap (eV) = 5.43
- 2S+1 = 1
- DFT total energy (eV) = -28111.1386
- ΔE to the lowest compared entry with this formula, charge and spin (kcal per mole) = 67.76
- charge = 0

=====

3.
# C7H28N14O7

7 unconnected molecules or ions with the total composition C7H28N14O7 (ωB97M-V/def2-TZVPD, the OMol25 dataset).

Structure (XYZ):
```
56
Properties=species:S:1:pos:R:3:forces:R:3:nbo_charge:R:1
C 0.604 -1.016 -3.498 -0.5 0.6 0.4 0.771
O 0.540 -1.781 -4.447 0.0 0.2 0.3 -0.664
N -0.490 -0.399 -2.940 0.5 -1.0 -1.0 -0.864
N 1.777 -0.630 -2.910 0.6 -0.3 -0.9 -0.864
H -0.375 0.362 -2.301 -0.5 -0.1 0.3 0.398
H -1.350 -0.787 -3.285 -0.4 0.6 0.5 0.417
H 1.844 -0.410 -1.933 0.0 0.0 0.1 0.401
H 2.553 -1.046 -3.401 0.3 0.1 0.6 0.401
C -1.659 4.012 -2.019 1.2 -0.9 0.5 0.763
O -0.909 3.790 -1.071 -0.5 0.2 -0.3 -0.678
N -2.537 5.048 -2.045 -0.1 0.0 0.5 -0.856
N -1.725 3.204 -3.109 -0.5 0.2 -0.7 -0.840
H -2.561 5.581 -1.192 -0.1 0.4 -0.3 0.418
H -2.944 5.357 -2.906 -0.1 0.3 0.1 0.394
H -2.325 3.494 -3.861 0.1 -0.3 -0.2 0.381
H -1.104 2.437 -3.294 0.2 0.1 0.3 0.423
C 0.321 0.257 0.589 -1.0 -0.5 0.5 0.790
O 1.483 0.685 0.746 -0.4 -0.8 0.1 -0.786
N -0.075 -1.039 0.810 2.2 1.0 -0.4 -0.827
N -0.689 1.071 0.259 0.1 0.8 -0.4 -0.853
H -1.039 -1.305 0.821 0.0 -0.2 0.3 0.417
H 0.653 -1.521 1.315 -0.7 -0.7 0.1 0.410
H -0.434 2.043 0.142 -0.3 0.0 -0.4 0.430
H -1.497 0.699 -0.227 -0.2 0.2 0.1 0.426
C -4.097 0.529 -1.236 1.5 1.2 0.1 0.788
O -2.915 0.189 -1.389 -0.9 -0.5 0.2 -0.721
N -4.443 1.824 -1.445 -0.8 0.4 -0.2 -0.835
N -5.095 -0.270 -0.802 0.5 -0.5 -0.3 -0.825
H -5.384 2.145 -1.298 0.0 0.0 0.0 0.381
H -3.754 2.528 -1.631 0.3 -0.2 -0.1 0.416
H -5.971 0.147 -0.555 -0.1 -0.3 0.3 0.394
H -4.747 -1.114 -0.375 -0.5 -0.1 0.0 0.420
C 1.746 -1.316 4.090 1.4 -0.8 -0.6 0.784
O 0.636 -1.731 3.777 0.1 0.6 0.4 -0.684
N 2.420 -0.295 3.486 -1.3 0.4 -0.2 -0.853
N 2.560 -1.991 4.964 -0.8 -0.9 0.8 -0.851
H 3.419 -0.346 3.455 0.1 0.1 -0.1 0.385
H 1.913 0.120 2.711 0.5 0.2 -0.2 0.425
H 3.419 -1.635 5.339 -0.1 0.4 0.0 0.389
H 2.068 -2.644 5.556 0.2 0.0 -0.1 0.401
C -0.635 -5.009 1.708 0.1 -0.3 -0.1 0.775
O -1.708 -4.440 1.827 0.2 -0.3 -0.1 -0.664
N 0.524 -4.561 2.261 0.5 0.7 0.5 -0.862
N -0.466 -6.212 1.054 -0.9 0.8 0.4 -0.854
H 0.509 -3.695 2.782 -0.2 0.1 0.0 0.426
H 1.421 -4.840 1.911 0.0 -0.2 0.0 0.378
H -1.294 -6.511 0.570 0.4 -0.4 -0.3 0.407
H 0.460 -6.546 0.882 -0.1 -0.4 -0.3 0.388
C 4.427 2.435 0.189 0.3 3.7 1.2 0.766
O 5.291 3.324 0.239 0.3 -1.5 -0.4 -0.684
N 4.164 1.589 1.205 -1.5 -2.3 0.4 -0.862
N 3.434 2.535 -0.737 0.0 -1.2 -0.3 -0.851
H 4.664 1.330 2.031 1.1 0.9 -0.3 0.394
H 3.281 1.081 1.181 0.3 0.3 -0.4 0.410
H 2.614 1.961 -0.626 -0.2 0.2 -0.2 0.404
H 3.477 3.311 -1.367 0.0 0.0 0.0 0.406
```
Forces are in eV/Å.

Values from the calculation:
- HOMO-LUMO gap (eV) = 9.02
- 2S+1 = 1
- DFT total energy (eV) = -42914.4889
- ΔE to the lowest compared entry with this formula, charge and spin (kcal per mole) = 16.51
- charge = 0